# 1
14
Properties=species:S:1:pos:R:3:forces:R:3 method="wB97M-V/def2-TZVPD" total_charge=+1 smiles=C[NH2+][C@@H](C)Br homo_energy_ha=-0.5407 relative_energy_kcal_mol=37.7 gap_ev=10.0
C -1.26073 -1.27027 -0.31629 0.36 -1.95 3.82
N -0.00125 -0.82829 0.28723 -0.89 2.42 2.62
C 0.56782 0.37309 -0.36641 3.50 0.34 -1.02
C 0.42945 1.70146 0.32896 -2.88 0.07 1.87
Br 2.72304 -0.18526 -0.41729 -2.26 0.65 0.18
H -1.66460 -1.99445 0.41868 -0.26 0.34 -0.85
H -1.88332 -0.49894 -0.50815 -2.06 2.61 -0.13
H -1.02067 -1.69951 -1.19391 0.71 -1.80 -2.97
H 0.66996 -1.51728 0.18648 1.82 -2.11 -0.54
H -0.03931 -0.74602 1.37579 -0.19 0.43 -2.28
H 0.42701 0.34928 -1.48208 -0.30 -0.05 1.38
H 0.33204 1.62977 1.47112 0.13 -0.35 -1.56
H -0.49022 2.29528 0.00440 0.90 -1.08 0.18
H 1.21078 2.39114 0.21147 1.42 0.48 -0.70

# 2
16
Properties=species:S:1:pos:R:3:forces:R:3 method="wB97M-V/def2-TZVPD" multiplicity=3 homo_energy_ha="-0.2321 / -0.3406" relative_energy_kcal_mol=39.8 s_squared=2.01 gap_ev="7.0 / 9.1"
C 0.33785 0.75566 -1.78090 -0.56 -0.54 -0.61
C 1.59412 -0.36239 0.10004 -0.43 0.54 2.30
C -0.88343 -0.60844 1.81417 0.47 -1.51 -0.78
N 0.37205 0.26292 -0.42154 -0.66 -1.15 -0.02
O -2.05216 1.96345 0.00896 0.11 0.20 0.08
P -1.15108 0.01295 0.19960 -0.64 3.36 -0.47
Cl -2.35721 -1.26761 -0.77081 -0.25 -1.64 -0.68
H 0.13666 -0.04229 -2.52056 0.65 0.30 0.14
H -0.44520 1.46928 -1.92150 -1.06 0.24 0.38
H 1.16521 1.38634 -1.98447 1.41 -0.05 -0.36
H 2.44059 0.03601 -0.45205 0.09 -0.58 -0.21
H 1.66323 0.12280 1.12114 0.53 -0.76 -0.86
H 1.58445 -1.48401 0.32114 0.09 1.37 -1.05
H -0.77325 0.18064 2.48580 0.14 1.34 1.13
H -1.66093 -1.27939 2.09413 -0.64 -0.37 0.30
H 0.02911 -1.14591 1.70686 0.75 -0.76 0.73

# 3
16
Properties=species:S:1:pos:R:3:forces:R:3 method="wB97M-V/def2-TZVPD" smiles=C[PH]#P(C)OCCl homo_energy_ha=-0.2760 relative_energy_kcal_mol=28.6 gap_ev=7.7
C 2.66400 0.22100 1.21331 -0.49 1.32 -0.60
P 1.00918 0.78142 0.23668 -0.24 0.24 0.78
P -0.76527 -0.15426 -1.44197 2.38 0.30 -0.56
C -1.66384 1.39317 -1.35046 -1.50 -0.24 2.56
O -1.70216 -0.84344 -0.32412 -1.74 0.22 0.34
C -1.29443 -1.90332 0.39222 0.66 -0.87 2.91
Cl -0.43746 -3.05426 -0.71579 -0.08 -0.26 0.79
H 3.41671 0.77176 0.62052 0.03 -0.95 0.16
H 2.62963 0.85007 2.14372 -0.40 -0.97 -0.58
H 2.92212 -0.82880 1.42827 -0.26 0.57 -0.31
H 1.76022 1.63624 -0.61690 -0.41 -0.30 -0.26
H -2.50675 1.50744 -1.98703 -0.45 -0.31 -1.34
H -2.22924 1.29158 -0.34698 1.38 0.87 -1.13
H -1.05760 2.26333 -1.45585 0.52 0.68 0.27
H -0.60538 -1.49269 1.23722 -0.46 -1.09 -1.54
H -2.13974 -2.43925 0.96713 1.08 0.79 -1.49

# 4
15
Properties=species:S:1:pos:R:3:forces:R:3 method="wB97M-V/def2-TZVPD" smiles=CO[Si@@H](C)CCl homo_energy_ha=-0.3632 relative_energy_kcal_mol=78.1 gap_ev=10.8
C 1.06573 0.86854 1.65939 -2.05 0.57 2.42
O 0.52200 1.15826 0.39466 0.69 -1.24 -0.06
Si -0.65998 0.28506 -0.34106 1.81 -2.07 -0.89
C -0.15333 0.58091 -2.13942 -3.12 -2.76 1.20
C -0.47633 -1.70264 0.14668 -3.38 1.05 -1.50
Cl -1.28334 -2.02633 1.71733 -0.21 0.04 0.24
H 0.82003 1.81404 2.19651 0.23 -0.98 0.56
H 2.11002 0.76150 1.74904 1.53 -0.02 -0.94
H 0.68803 -0.06206 2.25158 -0.06 1.59 -1.31
H -1.88501 0.84967 0.08412 -1.34 0.11 0.29
H -0.06769 -0.31370 -2.72160 0.86 -0.75 -0.07
H -0.91843 1.03954 -2.67505 -1.44 1.45 -0.78
H 0.65195 1.17121 -2.06441 3.19 1.95 -0.18
H 0.50558 -1.93805 0.31529 2.60 -0.49 0.17
H -0.91923 -2.48596 -0.57306 0.70 1.54 0.85

# 5
14
Properties=species:S:1:pos:R:3:forces:R:3 method="wB97M-V/def2-TZVPD" smiles=CCS.CF homo_energy_ha=-0.3293 relative_energy_kcal_mol=0.0 gap_ev=9.9
C 3.31342 2.78283 1.89830 0.21 -0.03 0.03
C 1.81802 2.95688 2.12320 -0.29 0.23 -0.27
S 1.23629 2.27647 3.70726 0.07 -0.18 -0.07
H 3.88272 3.25382 2.71725 -0.20 -0.21 -0.33
H 3.61238 3.25287 0.94631 -0.07 -0.19 0.31
H 3.57430 1.71184 1.85905 -0.07 0.43 0.00
H 1.55264 4.03028 2.17629 0.09 -0.51 -0.07
H 1.23279 2.50587 1.29886 0.31 0.28 0.41
H 1.59313 0.99823 3.45974 -0.03 0.26 0.06
C 0.20258 -0.05156 1.08758 -1.08 0.05 -0.26
F 1.54276 -0.16305 1.40307 0.05 -0.04 -0.02
H -0.28939 -1.03669 1.15157 0.37 0.30 0.02
H 0.08127 0.33633 0.06219 0.26 -0.16 0.35
H -0.29949 0.63847 1.78644 0.37 -0.23 -0.15

# 6
22
Properties=species:S:1:pos:R:3:forces:R:3 method="wB97M-V/def2-TZVPD" total_charge=-3 multiplicity=5 homo_energy_ha="0.1758 / 0.0653" s_squared=6.49 gap_ev="3.4 / 6.4"
Fe -1.10005 0.91898 -1.50185 0.30 1.52 -1.04
O -2.98061 1.11878 -2.05580 -0.89 0.02 0.61
H -3.92957 0.96075 -1.88543 1.20 -0.04 0.20
O 0.15573 2.50230 -0.97235 -0.15 -0.06 0.63
H 0.65209 2.77707 -0.17695 -0.66 -0.61 -0.48
P -0.07987 -0.15378 -3.68123 1.07 3.55 -4.23
O -0.24639 -0.67829 -2.27787 -0.38 -2.29 2.66
O -1.10016 -0.53800 -4.76703 1.66 -1.55 0.61
O 1.37795 0.26975 -4.02620 -1.02 -2.31 -0.45
O -0.60020 1.30709 -3.31494 -1.08 1.89 1.47
C -0.66378 -0.74135 1.27735 2.13 0.84 1.46
O -1.13404 0.19339 0.66182 -0.26 -0.35 -0.10
N 0.49221 -0.64819 2.07269 -1.67 0.99 -1.85
C 0.97791 -1.88751 2.58928 -0.45 -0.89 -0.07
C 1.32679 0.53264 2.08891 0.60 0.24 0.95
H -1.07167 -1.75979 1.37020 -0.26 0.18 -0.32
H 1.58985 -1.91938 3.49072 0.10 0.77 0.13
H 1.48312 -2.41814 1.78225 0.19 -0.46 0.13
H 0.06541 -2.40778 2.88042 0.23 -0.76 0.05
H 2.26776 0.47499 1.54179 -0.07 -0.54 -0.44
H 0.88919 1.47906 1.77125 -0.69 -0.50 -0.14
H 1.62827 0.61743 3.13295 0.10 0.33 0.22

# 7
14
Properties=species:S:1:pos:R:3:forces:R:3 method="wB97M-V/def2-TZVPD" homo_energy_ha=-0.2960 relative_energy_kcal_mol=64.7 gap_ev=8.5
C 0.22773 -1.80475 -0.16272 0.20 0.39 0.39
C 1.55720 0.99944 -0.63400 -0.15 -0.24 0.44
C -1.86871 1.00839 0.54834 2.61 -1.52 0.22
Si 0.57506 -0.09514 0.56319 -2.90 1.03 -1.43
I -3.32429 -0.40705 -0.08765 0.24 0.23 0.08
H -0.50875 -1.74258 -0.96046 -0.10 0.18 -0.06
H 1.12824 -2.24786 -0.58379 0.19 0.01 0.01
H -0.16519 -2.48999 0.58245 -0.07 -0.04 0.14
H 2.20659 0.39860 -1.26731 0.07 -0.13 -0.02
H 0.89530 1.56346 -1.28602 -0.15 -0.04 -0.02
H 2.17838 1.71499 -0.10295 0.07 0.09 0.11
H -2.07209 1.29920 1.56840 -0.13 0.01 0.07
H -1.84705 1.84625 -0.12899 -0.02 0.10 -0.19
H 1.01757 -0.04298 1.95151 0.14 -0.06 0.26

# 8
13
Properties=species:S:1:pos:R:3:forces:R:3 method="wB97M-V/def2-TZVPD" smiles=CCCN homo_energy_ha=-0.3464 relative_energy_kcal_mol=33.8 gap_ev=10.6
C 1.81518 0.06135 0.11879 0.69 1.34 1.16
C 0.37743 -0.43841 -0.03431 1.08 -3.18 1.27
C -0.71551 0.46684 -0.08861 -2.20 3.16 0.67
N -1.99846 -0.17836 0.26603 -1.38 -1.14 -1.81
H 2.47579 -0.82745 -0.19276 -0.56 1.63 0.92
H 1.93923 0.39466 1.35017 0.15 -0.86 -3.81
H 2.06165 0.98979 -0.61485 -0.54 -2.11 1.89
H 0.05000 -1.04838 0.89090 1.17 0.18 -1.36
H 0.29855 -1.06732 -0.93460 0.20 -0.29 0.34
H -0.78656 0.92348 -1.06511 0.07 0.53 -0.44
H -0.55365 1.28919 0.67080 -0.29 -0.60 -0.72
H -2.20263 -1.05524 -0.36802 0.78 2.22 1.48
H -2.76102 0.48986 0.00157 0.83 -0.87 0.44

# 9
13
Properties=species:S:1:pos:R:3:forces:R:3 method="wB97M-V/def2-TZVPD" smiles="C=C.CN" homo_energy_ha=-0.3249 relative_energy_kcal_mol=36.6 gap_ev=9.9
C 2.23222 -1.34075 -2.35535 0.76 0.16 1.01
C 1.97869 -0.07294 -2.61257 -0.77 1.00 -0.70
H 2.86998 -1.50543 -1.49333 0.00 -0.22 0.07
H 1.93187 -2.25796 -2.83568 -0.35 0.31 -0.54
H 2.31514 0.76818 -2.01465 0.46 -0.48 0.41
H 1.37350 0.35307 -3.41106 -0.11 -0.76 -0.25
C -1.32607 1.07568 2.23711 -0.14 -0.06 0.65
N -2.40418 0.11130 2.16768 0.72 -0.64 -0.46
H -1.69942 2.05862 2.55004 0.48 0.15 -0.14
H -0.75754 1.12934 1.31892 -0.30 0.21 -0.56
H -0.55483 0.73597 2.93445 -0.33 0.04 0.30
H -2.75837 -0.20838 3.05037 -0.25 0.21 -0.04
H -3.09629 0.28862 1.46196 -0.18 0.09 0.24

# 10
13
Properties=species:S:1:pos:R:3:forces:R:3 method="wB97M-V/def2-TZVPD" homo_energy_ha=-0.2938 relative_energy_kcal_mol=116.1 gap_ev=7.6
C -1.55101 -1.37424 -0.57341 0.13 0.17 0.49
N 0.19889 1.84899 -1.05435 -1.80 -2.82 0.58
C -0.95847 2.31928 -0.69775 1.37 1.13 -0.33
C 0.78597 0.73611 -1.20613 0.62 2.03 -2.14
H -2.03869 -1.95679 -1.34887 -0.13 0.29 -0.15
H -1.82769 -0.32110 -0.54164 -0.42 -0.07 -0.41
H -1.82361 -1.78793 0.39693 0.22 -0.16 0.01
H -1.24836 3.17779 -1.28940 -0.75 -0.24 0.01
H -0.47768 -1.35344 -0.73280 0.01 -0.40 0.11
H -1.49043 1.97172 0.17663 0.34 0.41 0.40
H 4.37232 -1.75951 4.00144 -0.02 -0.08 0.05
H 4.22124 -2.38102 4.38113 0.02 0.08 -0.05
H 1.83751 0.88014 -1.51177 0.42 -0.34 1.43

no.,molar mass (g/mol)
1,139.0
2,141.5
3,158.5
4,124.6
5,96.2
6,257.9
7,200.1
8,59.1
9,59.1
10,59.1